Computed, not measured: a molecular structure, CH4N2S2 in a non-equilibrium geometry, with wB97M-V/def2-TZVPD.

Element x y z (Å)
C: -0.0204 0.7480 0.3058
H: -1.1260 -1.0011 1.0086
H: -0.8178 0.3753 2.0951
H: 0.4708 0.7360 -1.8383
H: 1.4270 -1.7798 -1.2397
N: -0.0488 -0.2345 1.3508
N: -0.0848 0.2157 -0.9511
S: 0.0153 2.4315 0.6606
S: 0.1846 -1.4912 -1.3918

The largest force on an atom is 8.4 eV Å⁻¹. For the HOMO energy, the calculation gives -0.320 hartree. The LUMO energy is -0.2 eV. Its HOMO-LUMO gap is 8.488 eV.